Here is a cluster of 2 separate species, C15H19N3O3 in total in a non-equilibrium geometry from the Open Molecules 2025 dataset. Energies are from ωB97M-V/def2-TZVPD.

Results
* HOMO energy: -7.15 eV
* energy relative to the best compared isomer or geometry (same formula, charge and spin): 228.4 kJ/mol
* largest force on an atom: 1.5 eV/Å

CARTESIAN COORDINATES (ANGSTROEM)
C 3.02 -2.00 0.39
C 1.60 -2.00 0.82
C 1.16 -1.51 2.03
N -0.10 -1.42 2.48
C -1.07 -1.97 1.68
O -2.27 -2.06 1.98
N -0.67 -2.48 0.45
C 0.60 -2.53 -0.09
O 0.77 -2.99 -1.22
H 3.11 -2.46 -0.60
H 3.43 -0.98 0.32
H 3.66 -2.55 1.08
H 1.92 -1.14 2.74
H -1.43 -2.85 -0.11
C -2.17 5.95 4.26
O -3.04 4.85 3.91
C -2.58 3.58 4.07
C -3.44 2.54 3.63
C -3.00 1.23 3.67
C -1.73 0.89 4.18
C -1.39 -0.52 4.29
N -0.84 -1.07 5.35
C -0.60 -2.51 5.36
C -0.55 -0.36 6.59
C -0.88 1.94 4.63
C -1.30 3.26 4.58
H -2.74 6.84 3.99
H -1.95 5.96 5.34
H -1.23 5.91 3.69
H -4.42 2.81 3.26
H -3.65 0.43 3.31
H -1.93 -1.21 3.64
H 0.05 -2.73 6.22
H -1.54 -3.07 5.46
H -0.12 -2.80 4.42
H -0.48 -1.11 7.37
H 0.41 0.18 6.54
H -1.34 0.36 6.85
H 0.11 1.72 5.01
H -0.64 4.06 4.93

Here is an isolated molecule of C15H19N3O4 in a non-equilibrium geometry from the Open Molecules 2025 dataset. Energies are from ωB97M-V/def2-TZVPD.

Results
* HOMO energy: -9.46 eV
* energy relative to the best compared isomer or geometry (same formula, charge and spin): 472.1 kJ/mol
* SMILES: N/C(=N\OC(=O)CCC1CCCC1)c1ccc([N+](=O)[O-])cc1
* largest force on an atom: 1.4 eV/Å

CARTESIAN COORDINATES (ANGSTROEM)
N -1.48 -2.56 0.31
C -1.67 -1.23 0.41
N -0.83 -0.31 0.71
O 0.52 -0.53 0.99
C 1.34 -1.36 0.35
O 1.02 -2.13 -0.53
C 2.73 -1.22 0.91
C 3.80 -1.13 -0.18
C 4.02 0.27 -0.76
C 2.74 0.94 -1.30
C 2.42 2.07 -0.32
C 3.80 2.56 0.11
C 4.60 1.26 0.27
C -3.05 -0.72 0.25
C -3.49 0.35 1.03
C -4.78 0.83 0.90
C -5.63 0.24 -0.02
N -6.99 0.72 -0.16
O -7.33 1.64 0.56
O -7.70 0.19 -0.98
C -5.21 -0.81 -0.83
C -3.92 -1.29 -0.69
H -2.26 -3.13 0.01
H -0.56 -2.89 0.04
H 2.91 -2.13 1.50
H 2.76 -0.37 1.59
H 3.51 -1.81 -0.99
H 4.75 -1.48 0.22
H 4.73 0.16 -1.58
H 2.93 1.36 -2.29
H 1.92 0.23 -1.40
H 1.87 1.69 0.54
H 1.82 2.86 -0.78
H 4.23 3.16 -0.69
H 3.77 3.15 1.02
H 4.47 0.88 1.29
H 5.66 1.42 0.12
H -2.81 0.79 1.74
H -5.14 1.64 1.51
H -5.89 -1.24 -1.55
H -3.58 -2.08 -1.34

Here is an isolated molecule of C15H19N3O4S in a non-equilibrium geometry from the Open Molecules 2025 dataset. Energies are from ωB97M-V/def2-TZVPD.

Results
* HOMO energy: -8.13 eV
* energy relative to the best compared isomer or geometry (same formula, charge and spin): 259.7 kJ/mol
* SMILES: CCOCCc1nnc(NC(=O)c2ccc(OC)c(OC)c2)s1
* largest force on an atom: 1.6 eV/Å

CARTESIAN COORDINATES (ANGSTROEM)
C -0.82 -3.83 -1.92
C -1.97 -3.39 -1.03
O -2.74 -2.44 -1.74
C -4.01 -2.18 -1.20
C -3.98 -1.48 0.18
C -3.06 -0.31 0.14
N -1.94 -0.25 0.76
N -1.25 0.86 0.56
C -1.82 1.69 -0.24
N -1.35 2.90 -0.65
C -0.19 3.60 -0.30
O -0.18 4.79 -0.49
C 0.94 2.83 0.25
C 1.73 3.42 1.22
C 2.82 2.75 1.75
C 3.14 1.47 1.31
O 4.17 0.72 1.76
C 5.00 1.26 2.76
C 2.35 0.87 0.30
O 2.72 -0.38 -0.08
C 1.86 -1.10 -0.92
C 1.27 1.56 -0.23
S -3.39 1.11 -0.83
H -0.19 -4.54 -1.39
H -0.23 -2.97 -2.21
H -1.21 -4.30 -2.82
H -1.58 -2.95 -0.10
H -2.60 -4.25 -0.76
H -4.59 -3.10 -1.11
H -4.49 -1.52 -1.93
H -4.99 -1.15 0.42
H -3.62 -2.16 0.95
H -2.03 3.49 -1.12
H 1.48 4.41 1.57
H 3.41 3.23 2.51
H 5.50 2.17 2.42
H 5.75 0.49 2.96
H 4.44 1.48 3.68
H 0.84 -1.14 -0.50
H 1.83 -0.68 -1.93
H 2.27 -2.11 -0.96
H 0.70 1.13 -1.04

Here is an isolated molecule of C15H19N3OS2 in a non-equilibrium geometry from the Open Molecules 2025 dataset. Energies are from ωB97M-V/def2-TZVPD.

Results
* HOMO energy: -8.05 eV
* energy relative to the best compared isomer or geometry (same formula, charge and spin): 4.7 kJ/mol
* SMILES: CCCCc1nnc(NC(=O)CCSc2ccccc2)s1
* largest force on an atom: 1.7 eV/Å

CARTESIAN COORDINATES (ANGSTROEM)
C -4.55 4.10 2.11
C -3.12 4.35 1.65
C -3.07 4.63 0.15
C -1.64 4.90 -0.33
C -0.79 3.69 -0.25
N -1.18 2.49 -0.45
N -0.25 1.56 -0.34
C 0.92 2.02 -0.05
N 2.06 1.31 0.13
C 2.34 -0.03 -0.09
O 3.46 -0.43 0.13
C 1.20 -0.91 -0.55
C 0.40 -1.36 0.67
S -0.85 -2.60 0.23
C 0.09 -4.02 -0.27
C 1.42 -4.22 0.04
C 2.06 -5.38 -0.39
C 1.37 -6.33 -1.12
C 0.03 -6.14 -1.41
C -0.61 -4.99 -1.00
S 0.93 3.78 0.14
H -4.58 3.90 3.18
H -4.98 3.24 1.60
H -5.18 4.97 1.91
H -2.52 3.47 1.87
H -2.70 5.19 2.19
H -3.47 3.78 -0.40
H -3.68 5.50 -0.08
H -1.18 5.70 0.26
H -1.66 5.23 -1.38
H 2.87 1.84 0.43
H 1.64 -1.77 -1.05
H 0.54 -0.37 -1.23
H -0.18 -0.53 1.08
H 1.04 -1.77 1.45
H 1.98 -3.50 0.61
H 3.10 -5.52 -0.15
H 1.88 -7.23 -1.45
H -0.51 -6.88 -1.98
H -1.65 -4.82 -1.23

Here is a structure of composition C15H19NO4Sr in a non-equilibrium geometry from the Open Molecules 2025 dataset. Energies are from ωB97M-V/def2-TZVPD.

Results
* HOMO energy: -13.30 eV
* charge: +2
* energy relative to the best compared isomer or geometry (same formula, charge and spin): 1089.7 kJ/mol
* largest force on an atom: 9.0 eV/Å

CARTESIAN COORDINATES (ANGSTROEM)
N 3.71 -2.27 1.01
C 4.24 -1.75 -0.32
C 4.25 -0.09 -0.31
C 2.79 0.37 -0.99
C 2.23 1.78 -0.35
C 1.02 1.61 0.73
C 0.80 3.13 1.34
O -0.61 3.49 0.97
C -1.35 2.20 1.18
O -2.38 2.00 2.00
C -0.50 1.21 0.20
O -0.87 1.51 -1.19
C -1.77 0.49 -1.76
O -1.61 0.23 -3.08
C -2.91 -0.36 -0.91
C -2.73 -2.01 -0.85
C -3.83 -2.85 0.04
C -5.09 -2.13 0.86
C -5.25 -0.50 0.76
C -4.16 0.36 -0.12
H 3.62 -3.32 0.85
H 4.47 -2.16 1.72
H 3.44 -2.06 -1.15
H 5.26 -2.23 -0.65
H 5.18 0.30 -0.95
H 4.40 0.34 0.77
H 3.05 0.59 -2.14
H 1.97 -0.46 -0.86
H 3.15 2.25 0.25
H 1.94 2.59 -1.15
H 1.22 0.89 1.64
H 0.90 3.13 2.53
H 1.66 3.85 1.01
H -0.62 0.12 0.62
H -1.83 -2.53 -1.43
H -3.68 -4.03 0.11
H -5.81 -2.83 1.49
H -6.12 0.05 1.34
H -4.25 1.55 -0.18
Sr -3.92 -2.45 -3.04

Here is a structure of composition C15H19NO5S4Tc in a non-equilibrium geometry from the Open Molecules 2025 dataset. Energies are from ωB97M-V/def2-TZVPD.

Results
* HOMO energy (alpha / beta): -14.82 / -14.87 eV
* charge: +2
* energy relative to the best compared isomer or geometry (same formula, charge and spin): 37.6 kJ/mol
* largest force on an atom: 1.0 eV/Å
* 2S+1: 2
* expectation value of S²: 0.7597

CARTESIAN COORDINATES (ANGSTROEM)
Tc 0.26 -1.12 0.20
C -1.70 -3.43 -2.02
C -1.02 -2.98 -3.29
S -0.58 -1.24 -3.14
C 0.99 -1.12 -3.99
C 1.80 -0.06 -3.26
S 2.08 -0.37 -1.49
C 3.19 -1.79 -1.59
C 3.51 -2.26 -0.19
S 2.09 -2.75 0.83
C 1.63 -4.39 0.26
C 0.69 -4.39 -0.92
S -0.74 -3.40 -0.48
H -2.03 -4.47 -2.10
H -2.58 -2.83 -1.80
H -1.72 -3.10 -4.11
H -0.13 -3.57 -3.52
H 0.84 -0.79 -5.02
H 1.50 -2.09 -4.02
H 1.30 0.91 -3.29
H 2.79 0.06 -3.68
H 4.10 -1.46 -2.08
H 2.74 -2.58 -2.19
H 3.98 -1.46 0.39
H 4.19 -3.11 -0.19
H 1.16 -4.85 1.13
H 2.54 -4.95 0.05
H 0.35 -5.41 -1.12
H 1.14 -3.98 -1.82
O -3.19 -0.15 5.12
C -2.39 -0.32 4.09
C -0.99 -0.21 4.15
C -0.28 -0.45 3.01
N -0.88 -0.81 1.87
C -2.21 -0.78 1.76
C -3.02 -0.56 2.85
C -2.60 -0.84 0.32
O -3.70 -1.00 -0.10
O -1.50 -0.69 -0.49
C 1.17 -0.15 2.76
O 1.95 0.15 3.58
O 1.45 -0.22 1.41
H -2.72 0.04 5.95
H -0.48 0.10 5.05
H -4.09 -0.53 2.75

Here is a structure of composition C15H20AlBr5Cl7F9KLiN2O7 in a non-equilibrium geometry from the Open Molecules 2025 dataset. Energies are from ωB97M-V/def2-TZVPD.

Results
* HOMO energy: -12.90 eV
* charge: +2
* largest force on an atom: 5.3 eV/Å

CARTESIAN COORDINATES (ANGSTROEM)
C -1.87 -1.11 0.21
C -2.91 -0.02 0.01
C -2.46 1.19 -0.78
N -4.04 -0.21 0.55
C -5.20 -0.03 -0.30
N -6.15 0.82 0.44
C -5.92 -1.44 -0.36
O -6.76 -1.70 0.48
O -5.64 -2.33 -1.32
H -1.66 -1.65 -0.71
H -0.99 -0.66 0.67
H -2.27 -1.82 0.94
H -1.44 1.03 -1.11
H -3.08 1.43 -1.64
H -2.40 2.02 -0.07
H -4.99 0.38 -1.29
H -6.17 1.76 0.05
H -5.80 0.91 1.38
K -7.52 -1.62 -2.04
C 2.14 1.95 4.28
C 0.91 2.79 3.89
C -0.14 2.13 2.98
F 0.37 1.67 1.81
F -1.11 3.02 2.66
F 1.35 3.94 3.38
F 0.28 3.10 5.04
O 3.35 2.11 3.47
C 3.51 1.46 2.26
C 3.41 2.41 1.05
F 2.30 3.14 1.10
F 3.37 1.68 -0.08
F 2.63 0.39 2.19
F 4.76 0.89 2.29
H 2.45 2.30 5.26
H 1.88 0.89 4.42
H -0.62 1.29 3.50
H 4.27 3.08 1.03
F 0.00 4.79 1.29
Li -2.25 4.33 1.09
Al 3.78 -0.36 3.89
C 6.91 3.21 3.89
Cl 6.92 4.20 5.35
Cl 6.30 4.11 2.49
H 7.92 2.88 3.68
H 6.26 2.35 4.06
C -0.62 -2.50 -4.32
Br 0.63 -2.10 -2.89
Br 0.05 -3.86 -5.51
Br -2.36 -2.96 -3.62
H -0.74 -1.60 -4.89
C 2.84 -5.43 -2.83
Cl 1.16 -5.97 -2.96
Cl 3.07 -4.60 -1.28
Cl 3.91 -6.83 -2.90
Cl 3.22 -4.33 -4.15
Br 4.62 -1.49 -6.04
C 5.96 -0.82 -4.79
C 7.28 -1.51 -4.99
Br 7.26 -3.30 -4.23
H 5.56 -0.95 -3.80
H 6.05 0.24 -5.01
H 8.07 -0.99 -4.46
H 7.56 -1.62 -6.03
O -10.48 -1.25 1.41
Cl -11.45 -2.02 0.67
O -11.36 -3.38 1.08
O -11.15 -1.93 -0.74
O -12.75 -1.50 0.92

Here is a structure of composition C15H20B2CrF5N6O6 from the Open Molecules 2025 dataset. Energies are from ωB97M-V/def2-TZVPD.

Results
* HOMO energy (alpha / beta): -15.17 / -15.36 eV
* charge: +2
* largest force on an atom: 0.6 eV/Å
* 2S+1: 4
* expectation value of S²: 3.8781

CARTESIAN COORDINATES (ANGSTROEM)
Cr 1.16 -1.00 0.22
C 2.00 0.14 -4.02
C 1.38 0.18 -2.66
N 1.70 -0.72 -1.74
O 2.76 -1.53 -2.05
B 3.30 -2.04 -0.83
F 3.30 -1.02 0.19
F 4.35 -2.82 -0.88
O 1.96 -2.91 -0.24
N 1.64 -2.62 1.00
C 1.92 -2.95 2.20
C 2.62 -4.16 2.66
C 1.43 -1.81 3.07
N 1.01 -0.82 2.35
O 0.69 0.30 3.07
B -0.48 0.98 2.76
F -0.62 2.15 3.31
F -1.41 0.42 2.02
O 0.66 1.98 0.85
N 0.77 0.82 0.04
C 0.51 1.23 -2.35
C 0.03 2.25 -3.32
C 1.50 -1.83 4.54
H 2.38 -0.85 -4.25
H 2.84 0.84 -4.08
H 1.27 0.43 -4.77
H 2.92 -4.78 1.81
H 1.96 -4.74 3.31
H 3.50 -3.88 3.24
H -0.59 3.00 -2.84
H -0.57 1.78 -4.10
H 0.88 2.74 -3.80
H 1.90 -2.77 4.91
H 0.51 -1.67 4.96
H 2.13 -1.00 4.89
O -3.62 -1.04 0.21
C -4.36 0.12 0.45
N -4.71 0.83 -0.75
C -3.84 1.55 -1.49
O -4.06 2.03 -2.57
C -2.45 1.82 -0.93
C -2.21 3.17 -0.41
C -0.99 3.58 -0.07
C 0.19 2.71 -0.30
N -0.07 1.37 -1.00
C -1.49 0.93 -1.11
H -4.21 -1.74 -0.11
H -3.73 0.75 1.07
H -5.29 -0.08 1.00
H -5.61 0.68 -1.19
H -3.05 3.84 -0.31
H -0.78 4.56 0.32
H 1.01 3.21 -0.81
H -1.59 -0.09 -1.45
F -0.49 -1.52 -0.02

Here is a cluster of 2 separate species, C15H20BN2O9PS in total from the Open Molecules 2025 dataset. Energies are from ωB97M-V/def2-TZVPD.

Results
* HOMO energy: -9.77 eV
* SMILES: CS(=O)(=O)c1ccc(B(N)O)c2c1C(=O)C=C(CP(=O)(O)O)C2=O.CNC(C)=O
* largest force on an atom: 0.5 eV/Å

CARTESIAN COORDINATES (ANGSTROEM)
C 1.56 -1.28 0.57
S 2.23 -0.05 -0.50
O 2.48 -0.61 -1.79
O 3.33 0.58 0.20
C 0.91 1.18 -0.52
C 1.21 2.34 0.17
C 0.30 3.38 0.24
C -0.94 3.30 -0.37
B -1.94 4.52 -0.22
N -2.71 4.70 1.03
O -2.01 5.43 -1.21
C -1.26 2.10 -1.02
C -0.35 1.04 -1.11
C -0.85 -0.21 -1.79
O -0.15 -0.96 -2.44
C -2.31 -0.48 -1.67
C -3.18 0.53 -1.60
C -4.67 0.34 -1.60
P -5.59 0.91 -0.16
O -6.88 1.55 -0.46
O -5.67 -0.43 0.71
O -4.61 1.88 0.66
C -2.63 1.93 -1.60
O -3.28 2.85 -2.06
H 1.44 -0.81 1.55
H 2.31 -2.06 0.68
H 0.60 -1.65 0.22
H 2.18 2.42 0.64
H 0.58 4.28 0.78
H -3.16 3.82 1.24
H -2.07 4.83 1.80
H -2.71 6.07 -1.05
H -2.65 -1.51 -1.72
H -5.13 0.89 -2.43
H -4.91 -0.72 -1.72
H -5.76 -0.24 1.65
H -5.18 2.59 1.01
C 4.99 -5.67 0.33
N 4.18 -4.77 1.11
C 4.56 -3.64 1.77
C 6.02 -3.26 1.70
O 3.75 -2.97 2.38
H 4.64 -5.72 -0.71
H 4.96 -6.68 0.75
H 6.03 -5.33 0.32
H 3.19 -4.97 1.19
H 6.15 -2.35 2.27
H 6.65 -4.04 2.13
H 6.33 -3.08 0.67

Here is a structure of composition C15H20BN9O8P2Ti from the Open Molecules 2025 dataset. Energies are from ωB97M-V/def2-TZVPD.

Results
* HOMO energy (alpha / beta): -4.56 / -5.56 eV
* charge: -1
* energy relative to the best compared isomer or geometry (same formula, charge and spin): 0.0 kJ/mol
* largest force on an atom: 0.5 eV/Å
* 2S+1: 2
* expectation value of S²: 0.7525

CARTESIAN COORDINATES (ANGSTROEM)
Ti 0.05 -0.78 -0.77
C -0.32 2.85 -3.20
C -0.15 1.47 -3.00
N 0.04 1.22 -1.72
N -0.03 2.40 -1.06
C -0.24 3.40 -1.94
B 0.13 2.35 0.47
N -1.02 1.49 1.09
C -1.86 1.83 2.08
C -2.69 0.76 2.33
C -2.28 -0.21 1.42
N -1.28 0.24 0.68
N 1.49 1.66 0.78
C 2.71 2.19 0.99
C 3.64 1.17 0.89
C 2.89 0.04 0.57
N 1.60 0.35 0.50
N 0.11 3.71 1.17
C 0.60 3.99 2.40
C 0.11 5.22 2.79
C -0.70 5.61 1.70
N -0.70 4.70 0.75
H -0.49 3.36 -4.13
H -0.20 0.66 -3.71
H -0.34 4.41 -1.60
H -1.82 2.81 2.53
H -3.49 0.71 3.04
H -2.67 -1.20 1.24
H 2.84 3.24 1.18
H 4.71 1.25 1.01
H 3.21 -0.96 0.33
H 1.24 3.30 2.92
H 0.31 5.75 3.70
H -1.27 6.52 1.58
O 1.30 -3.97 -1.77
P 1.69 -2.67 -2.69
O 2.93 -2.95 -3.43
O 1.67 -1.51 -1.69
O 0.46 -2.47 -3.67
P -1.17 -2.25 -3.38
O -1.76 -3.57 -3.03
O -1.64 -1.37 -4.47
O -1.09 -1.38 -2.00
H 1.52 -4.75 -2.30
H -1.87 -3.85 -0.99
N 0.72 -3.58 2.35
C 0.06 -3.45 1.18
O 0.17 -2.43 0.53
C -0.76 -4.63 0.73
C -2.05 -4.26 0.01
H 1.36 -2.85 2.61
H 0.72 -4.44 2.86
H -0.96 -5.27 1.59
H -0.11 -5.18 0.04
H -2.62 -3.54 0.60
H -2.66 -5.15 -0.10